Below is 4 unconnected molecules or ions with the total composition C2H12O3S at a distorted geometry, with properties calculated with ωB97M-V/def2-TZVPD.

The calculation puts the energy at -19246.1708 eV. The calculation puts the energy above the lowest of the compared OMol25 structures with the same formula, charge and spin at 0.566 eV. The SMILES is CSC.O.O.O. The orbital gap is 9.4 eV. The LUMO energy is 0.510 eV.

```
! RIJCOSX wB97M-V def2-TZVPD def2/J DEFGRID3
* xyz 0 1
S -0.066 0.029 1.161
O 1.350 1.449 -2.202
O -1.489 1.840 -1.521
O -2.044 -1.232 -1.344
C 0.092 -1.803 1.084
C 1.446 0.377 1.949
H 0.393 1.609 -2.141
H -1.666 -0.587 -0.735
H -2.323 1.375 -1.646
H 0.616 -2.215 1.947
H -1.742 2.660 -1.095
H 1.546 1.380 2.366
H -1.220 -1.563 -1.728
H 1.475 -0.364 2.757
H -0.922 -2.191 1.004
H 0.659 -2.109 0.206
H 2.333 0.260 1.298
H 1.563 1.087 -1.358
*
```

Below is a molecular structure, C3H3NO4 at a distorted geometry, with properties calculated with ωB97M-V/def2-TZVPD.

The calculation puts the energy at -12833.8793 eV. The calculation puts the energy above the lowest of the compared OMol25 structures with the same formula, charge and spin at 6.444 eV. The orbital gap is 9.2 eV. The LUMO energy is -0.194 eV.

```
! RIJCOSX wB97M-V def2-TZVPD def2/J DEFGRID3
* xyz 0 1
O 2.223 0.747 -0.120
O -0.260 -1.666 0.276
O -2.114 -0.476 -0.251
O -0.999 1.859 0.172
N 1.227 -1.264 -0.090
C -0.891 -0.510 -0.113
C 0.999 0.289 -0.093
C -0.273 0.710 -0.117
H 1.646 -1.357 0.981
H -2.071 1.801 0.781
H 2.024 1.764 0.182
*
```

Below is a molecular structure, C7H20BF3NO7SSi2 at a distorted geometry, with properties calculated with ωB97M-V/def2-TZVPD.

The calculation puts the energy at -58835.7712 eV. The orbital gap is 5.7 eV. The LUMO energy is 1.924 eV.

```
! RIJCOSX wB97M-V def2-TZVPD def2/J DEFGRID3
* xyz -1 1
S 4.214 1.945 -3.667
Si 4.260 1.279 -1.592
Si 3.273 2.559 0.786
F -3.965 -2.505 -0.396
F -3.893 -4.598 0.135
F -5.332 -3.302 1.085
O 4.190 2.698 -0.651
O -1.818 -2.833 1.374
O -3.495 -2.106 2.772
O -0.501 3.095 0.128
O 1.387 3.700 -1.297
O 1.637 2.072 0.579
O 3.055 0.139 -1.209
N 4.079 1.563 2.023
C -3.022 -3.100 1.808
C 2.168 -0.185 -2.290
C 0.193 -0.975 -0.747
C 1.228 -1.378 -1.884
C -3.412 -0.740 2.431
C -4.043 -3.355 0.646
C -4.527 -0.252 1.519
B 0.865 2.942 -0.212
H 0.552 -1.460 0.186
H 5.566 0.601 -1.462
H -5.487 -0.688 1.801
H -4.605 0.839 1.565
H 3.214 3.918 1.361
H 3.363 1.091 2.574
H 0.157 0.133 -0.656
H -3.141 -4.026 2.408
H 1.882 -2.195 -1.498
H -4.333 -0.510 0.480
H 1.090 3.264 -2.102
H 0.668 -1.778 -2.758
H -2.426 -0.474 2.038
H 1.512 0.697 -2.506
H 2.699 -0.526 -3.212
H 4.717 0.893 1.602
H -0.914 2.223 0.096
H -3.513 -0.207 3.383
H 3.251 2.927 -3.601
H -0.794 -1.386 -1.037
*
```